Entry 1:
Computed, not measured: a single C28H44O molecule, with the ωB97M-V functional and the def2-TZVPD basis.

Output
ΔE to the lowest compared entry with this formula, charge and spin = 2120.2 kJ/mol
strongest force on any atom = 0.334 hartree/bohr
HOMO-LUMO gap = 8.803 eV
HOMO = -8.09 eV

CARTESIAN COORDINATES (ANGSTROEM)
O  4.43324  -2.44108  -4.23943
C  -2.07341  0.85637  -0.36384
C  4.37187  -1.21571  -5.14251
C  -0.59158  1.02642  1.86448
C  -1.65672  1.43106  2.73253
C  -1.38701  1.36044  3.98815
C  0.48093  -1.22853  -6.74387
C  1.53713  -1.49803  -6.01659
C  2.62262  -2.34909  -6.71122
C  1.90014  -0.95664  -4.65795
C  -0.84698  1.12887  0.17535
C  -3.01408  2.45935  6.99534
C  -2.99250  0.53080  8.60134
C  3.34956  -0.33749  -4.65603
C  -2.18693  0.59929  4.89229
C  0.91884  -0.95311  -3.82632
C  -3.23162  0.63186  7.17200
C  -0.66199  0.64021  6.80013
C  -2.20492  -0.74055  -0.76127
C  0.60224  -0.89955  0.85474
C  -0.18662  -0.45703  2.09872
C  -2.03822  2.88670  2.52753
C  3.98095  -1.68588  -6.64429
C  0.42950  0.20117  -0.28548
C  0.88360  -0.47630  -2.58760
C  0.12650  -0.37744  -1.67701
C  -1.20800  -0.84396  -1.96004
C  -1.88210  0.14979  6.39657
C  -0.11765  2.53477  -0.19375
H  -1.62716  -0.77826  -2.79053
H  -1.22944  -1.27310  2.22225
H  0.08029  -2.01571  0.45381
H  -4.07362  0.78230  9.13071
H  -2.11197  0.75284  9.09383
H  -1.78929  -0.89627  6.58685
H  -2.10740  -1.09742  0.23524
H  0.15808  1.67117  2.02371
H  -4.16443  2.66516  7.40195
H  5.46793  -0.75693  -5.04936
H  3.20212  0.53188  -5.33327
H  3.67774  -2.68380  -4.29618
H  -1.14719  3.53988  2.64075
H  -3.16401  0.13540  4.50780
H  0.23503  0.31960  6.29236
H  1.40206  0.54903  -0.11425
H  -2.04965  1.25777  -1.35722
H  -2.99181  -0.78762  8.64642
H  0.26043  -1.80131  -7.81793
H  0.37354  -0.47297  2.95825
H  -0.06917  2.38969  -1.33776
H  -2.45941  3.16942  1.52621
H  -2.37654  2.65104  7.59525
H  -0.90068  3.39554  -0.14868
H  2.40024  -2.57222  -7.79165
H  -2.65565  3.31481  3.12031
H  -0.29607  -0.56456  -6.33274
H  -4.16653  0.42276  6.78222
H  -0.99719  -1.96130  -1.82330
H  4.12933  -0.83205  -7.43418
H  -0.48092  0.48577  7.81750
H  -2.72332  0.87169  2.56628
H  3.55409  0.27492  -3.57390
H  0.10240  -1.41542  -4.15941
H  -0.70317  1.88314  4.49157
H  1.98061  -0.00428  -2.32550
H  1.73379  -1.07175  1.07036
H  2.82230  -3.28665  -6.04638
H  -3.26924  -0.66642  -1.05553
H  -2.62182  1.08677  0.32309
H  0.59719  2.96948  0.21110
H  5.04488  -2.13754  -6.85591
H  -3.25201  2.72454  5.95497
H  -0.63438  1.85831  6.68892

Löwdin population analysis, charges in e, atoms 1 to 2: 0.04 -0.14

Entry 2:
Computed, not measured: a molecular structure, C15H26BrClCrN3O6S2, with the ωB97M-V functional and the def2-TZVPD basis.

Output
ΔE to the lowest compared entry with this formula, charge and spin = 45.2 kJ/mol
strongest force on any atom = 0.010 hartree/bohr
charge = +2
spin multiplicity = 2
<S²> = 0.77
HOMO-LUMO gap (spin up / spin down) = 7.881 / 8.451 eV
HOMO (spin up / spin down) = -15.40 / -15.40 eV

CARTESIAN COORDINATES (ANGSTROEM)
Br  2.09192  3.09828  0.15064
Cr  -0.21596  -0.03910  -0.05055
Cl  -3.20435  0.07205  -0.34981
S  -0.08109  -1.60674  3.05529
S  0.65054  0.90914  -2.09828
O  -1.69683  5.27784  2.73057
O  -1.85054  0.74451  -0.77046
O  -3.87124  1.00385  0.46194
O  -3.88390  -0.23988  -1.53862
O  -0.33349  -0.96250  1.68340
O  -2.78569  -1.09258  0.37977
N  -0.18754  1.77480  1.11769
N  1.71844  -0.86558  0.06071
N  -0.50124  -1.73647  -1.29672
C  2.80324  -0.21690  -0.71676
C  1.58468  -2.32842  -0.18424
C  -2.12174  -2.04985  4.73290
C  -1.25277  4.12606  2.25302
C  -1.61499  -2.52739  3.37979
C  -1.87609  2.89012  2.45016
C  -0.16226  -0.24244  -3.26938
C  -0.06790  4.15054  1.51406
C  0.40208  2.97200  0.97533
C  -0.42493  -0.36160  4.32788
C  -1.87246  -0.54432  4.76531
C  -1.30607  1.78182  1.87722
C  0.73543  -2.54364  -1.41821
C  -1.00521  -1.34799  -2.63388
C  2.36141  0.26501  -2.08768
H  -2.54761  -0.03279  4.07776
H  -1.40993  -3.59282  3.30933
H  -1.00896  -2.22306  -3.29604
H  -1.57616  -2.54158  5.54030
H  -1.78972  0.82304  1.98880
H  -2.02835  -0.12402  5.75647
H  1.98194  -0.76079  1.03781
H  1.09405  -2.76083  0.69061
H  3.64848  -0.90666  -0.81377
H  -0.16526  0.60956  3.90571
H  0.27920  -0.58509  5.12935
H  2.57357  -2.78654  -0.27958
H  -1.22562  -2.28346  -0.83246
H  3.01426  1.07474  -2.41520
H  -0.79242  0.37602  -3.90784
H  3.13914  0.63381  -0.11770
H  -2.52722  5.17924  3.21665
H  2.41745  -0.51374  -2.84614
H  -2.03759  -1.01967  -2.52239
H  -2.79359  2.79643  3.01198
H  0.46813  5.07711  1.38619
H  -3.17339  -2.30906  4.84860
H  1.26337  -2.21868  -2.31414
H  0.63467  -0.63476  -3.90083
H  -2.27297  -2.22268  2.56363
H  0.49611  -3.60202  -1.55866

Löwdin population analysis, charges in e, atoms 1 to 2: 0.93 0.69

Entry 3:
Computed, not measured: a single C4H7NO molecule, with the ωB97M-V functional and the def2-TZVPD basis.

Output
ΔE to the lowest compared entry with this formula, charge and spin = 103.3 kJ/mol
strongest force on any atom = 0.022 hartree/bohr
HOMO-LUMO gap = 11.655 eV
HOMO = -11.00 eV

CARTESIAN COORDINATES (ANGSTROEM)
O  -0.63140  -0.47758  -1.59077
N  -0.95069  2.11546  2.33808
C  0.06036  0.10731  -0.49827
C  -1.03044  0.17217  0.58568
C  -0.92201  1.24408  1.57757
C  1.31725  -0.69799  -0.15728
H  -0.05553  -0.45622  -2.36449
H  2.04167  -0.08572  0.38739
H  1.10380  -1.60057  0.42374
H  0.36435  1.13360  -0.74854
H  -1.96319  0.36038  0.04470
H  -1.13299  -0.79450  1.09024
H  1.79883  -1.02042  -1.08806

Löwdin population analysis, charges in e, atoms 1 to 2: -0.05 0.14

Entry 4:
Computed, not measured: a single C5H11NO molecule, with the ωB97M-V functional and the def2-TZVPD basis.

Output
ΔE to the lowest compared entry with this formula, charge and spin = 93.9 kJ/mol
strongest force on any atom = 0.006 hartree/bohr
HOMO-LUMO gap = 10.766 eV
HOMO = -9.75 eV

CARTESIAN COORDINATES (ANGSTROEM)
O  -0.15956  -0.71595  -0.50292
N  -1.24896  1.07750  0.38776
C  2.03052  0.23195  0.08410
C  -2.15664  -0.01187  -1.63505
C  0.46557  -0.36428  1.96362
C  0.88062  -0.67681  0.52724
C  -1.15874  0.18111  -0.50686
H  -0.44544  -0.88642  2.26842
H  1.29831  -0.71269  2.58568
H  1.96817  1.22044  0.55166
H  3.00407  -0.20132  0.34512
H  -2.94705  -0.71051  -1.33832
H  1.99388  0.35204  -0.99960
H  0.31851  0.70319  2.12843
H  -2.63118  0.95220  -1.84491
H  -2.09599  1.61759  0.24986
H  1.21377  -1.71912  0.50993
H  -1.70489  -0.38316  -2.55799

Löwdin population analysis, charges in e, atoms 1 to 2: -0.03 0.15

Entry 5:
Computed, not measured: 2 unconnected molecules or ions with the total composition C3H5ClO2P, with the ωB97M-V functional and the def2-TZVPD basis.

Output
ΔE to the lowest compared entry with this formula, charge and spin = 0.0 kJ/mol
strongest force on any atom = 0.135 hartree/bohr
charge = -1
spin multiplicity = 3
<S²> = 2.01
HOMO-LUMO gap (spin up / spin down) = 5.531 / 6.407 eV
HOMO (spin up / spin down) = -2.03 / -5.50 eV

CARTESIAN COORDINATES (ANGSTROEM)
Cl  -1.00651  1.81153  -3.21898
P  -1.81083  -0.06942  -2.79218
O  -2.94616  -0.19572  -3.75538
O  -2.04305  -0.16841  -1.28931
C  -0.06732  1.14761  0.35734
C  1.99159  0.31141  1.77508
C  0.94015  0.81849  1.09223
H  -0.00657  2.06083  -0.37742
H  2.74054  -0.28147  1.29834
H  -0.57743  -0.86723  -3.05100
H  2.17642  0.63754  2.73536
H  -0.88009  0.58367  0.09229

Löwdin population analysis, charges in e, atoms 1 to 2: 0.13 0.00

Q: Look up the strongest force on any atom of the fourth one.
A: 0.006 hartree/bohr